Here is a cluster of 10 separate species, C40H80O12S2 in total at a distorted geometry from the Open Molecules 2025 dataset. Energies are from ωB97M-V with the def2-TZVPD basis set.

Properties
HOMO level = -9.3 eV
relative energy (zero: lowest compared OMol25 entry of this formula, charge and spin) = 35.01 kcal per mole
SMILES = O=S1(=O)CCCC1.O=S1(=O)CCCC1.C1CCOC1.C1CCOC1.C1CCOC1.C1CCOC1.C1CCOC1.C1CCOC1.C1CCOC1.C1CCOC1

The geometry in XYZ format:
```
134
Properties=species:S:1:pos:R:3:mulliken_charge:R:1
C 13.8776 10.3725 9.6619 -0.1743
C 15.0139 11.3746 9.7764 -0.7301
C 14.5972 12.2230 11.0287 0.0114
S 12.8792 12.5483 10.6488 0.8929
O 12.8243 13.6957 9.8475 -0.7093
O 11.9750 12.5598 11.8310 -0.5552
C 12.5348 11.0490 9.6853 -0.9719
H 13.8296 9.7390 10.5379 0.0054
H 13.9095 9.7785 8.7754 0.4395
H 15.1040 12.0256 8.9103 0.3746
H 15.9754 10.7590 9.9380 0.2961
H 15.0986 13.1525 11.2184 0.4786
H 14.5374 11.6751 12.0078 -0.2676
H 12.1652 11.4458 8.7561 0.4683
H 11.7732 10.4932 10.1900 0.3688
C 14.5624 12.5553 18.2966 0.9567
C 13.6519 11.6820 19.2502 -0.9461
C 14.5292 10.7470 20.0034 -0.7825
S 15.7810 11.9164 20.5968 1.0732
O 17.0516 11.2829 20.9587 -0.6663
O 15.0435 12.8333 21.4505 -0.6493
C 15.9156 12.7552 19.0331 -0.0513
H 14.2216 13.5419 17.9564 -0.3234
H 14.6633 12.0222 17.3746 -0.4783
H 12.9948 11.1862 18.5925 0.4333
H 13.0712 12.3145 19.9229 0.3914
H 14.9659 9.9692 19.3712 0.2806
H 14.1182 10.3291 20.9021 0.5213
H 16.7131 12.2602 18.4734 -0.4836
H 16.0954 13.8176 19.2629 0.6683
C 20.2732 10.5060 16.0820 -0.6107
C 19.1676 10.5715 17.2047 -0.2180
C 19.4446 11.9132 17.9568 0.4757
O 20.7606 12.3869 17.5270 -0.4382
C 21.4363 11.4318 16.7096 -0.5834
H 19.9660 11.0025 15.1451 0.2308
H 20.6569 9.5416 15.7759 0.4084
H 19.2448 9.7221 17.8126 0.4327
H 18.1979 10.5460 16.7196 -0.0584
H 19.4409 11.8208 19.0357 0.3412
H 18.6633 12.7193 17.6944 -0.5102
H 22.0817 10.8403 17.3045 0.3001
H 22.0624 11.8965 15.9475 0.3567
C 10.4676 18.0667 12.3455 -0.6235
C 9.3447 17.1455 12.8348 -0.6752
C 10.2190 16.2390 13.7621 0.3301
O 11.1459 17.1472 14.4629 -0.3824
C 11.2324 18.3495 13.6127 -0.1865
H 10.0819 18.9236 11.8505 0.4380
H 11.2077 17.5782 11.5987 0.1784
H 8.8058 16.6288 12.1291 0.4520
H 8.6827 17.6358 13.5142 0.3056
H 10.9009 15.4890 13.3149 -0.1819
H 9.7125 15.6627 14.5762 -0.0097
H 12.3052 18.5381 13.3771 0.0603
H 10.8182 19.1856 14.1558 0.3166
C 14.9535 9.4695 14.7797 -0.1548
C 13.5280 10.0314 14.9674 0.2221
C 12.9090 9.7900 13.5361 0.0178
O 13.9800 9.2697 12.7138 -0.4635
C 14.7909 8.4902 13.6860 -0.7901
H 15.3519 8.9109 15.6059 0.4955
H 15.6458 10.3446 14.4951 -0.1398
H 13.5144 11.0910 15.2338 -0.3524
H 12.8674 9.4933 15.6756 0.3995
H 12.5272 10.7193 13.0471 -0.3391
H 12.1370 9.0417 13.4946 0.3961
H 15.7191 8.1011 13.2339 0.3946
H 14.2691 7.6081 14.0404 0.3059
C 16.0496 17.6183 12.3725 -0.0162
C 17.5123 17.1602 12.0857 -0.4508
C 18.3682 17.9578 13.0798 -0.2246
O 17.4903 18.2650 14.1667 -0.3973
C 16.1639 18.5511 13.5939 -0.3142
H 15.2272 16.8517 12.5380 -0.3888
H 15.6592 18.1807 11.5604 0.4955
H 17.7556 17.2959 11.0104 0.4644
H 17.5904 16.0579 12.2809 0.0851
H 18.7471 18.7999 12.5552 0.4247
H 19.2310 17.4134 13.5325 -0.1874
H 16.0378 19.5807 13.3971 0.5636
H 15.4748 18.4225 14.4362 -0.1372
C 8.6744 12.8857 15.0982 -0.4679
C 8.4535 11.3636 15.0784 -0.8238
C 9.7909 10.7279 15.3950 -0.2999
O 10.6624 11.7853 15.5485 -0.2346
C 10.1856 12.9742 14.9518 0.1989
H 8.3986 13.1563 16.1834 0.2621
H 8.0293 13.3006 14.3682 0.3469
H 8.1110 11.1532 14.1027 0.2976
H 7.7331 11.0192 15.8336 0.3162
H 10.0888 9.9708 14.6328 0.0855
H 9.5973 10.2399 16.3407 0.3677
H 10.3490 13.0678 13.8090 -0.0864
H 10.6987 13.8217 15.4829 0.1369
C 15.7373 19.5699 18.2382 -0.6366
C 14.6419 18.6258 18.8236 -0.6698
C 14.2162 17.8715 17.5659 -0.1270
O 15.5017 17.7361 16.8098 -0.0290
C 16.4861 18.6427 17.3265 0.1091
H 16.3156 20.1112 18.9933 0.3888
H 15.1697 20.3479 17.7548 0.2722
H 13.7871 19.1600 19.2430 0.4173
H 14.9950 17.9178 19.6200 0.2204
H 13.3924 18.3152 16.9178 0.1469
H 13.7700 16.8784 17.6963 0.1185
H 16.9954 19.0943 16.4720 0.1532
H 17.3766 18.0713 17.7839 -0.1361
C 14.3714 14.8863 15.2755 -0.6001
C 15.9325 15.0642 15.5390 1.5430
C 16.4307 13.6971 15.0784 -0.4552
O 15.5705 13.4083 13.8869 -0.4280
C 14.3250 14.0926 13.9809 -0.1652
H 13.7841 15.7697 15.2707 0.6486
H 13.8762 14.3337 16.0676 -0.2010
H 16.2257 15.3910 16.5741 0.5501
H 16.2275 15.8429 14.8157 -1.4086
H 16.2795 12.9527 15.8577 -0.3912
H 17.4734 13.7126 14.8592 0.5757
H 13.5282 13.4018 14.1137 -0.0513
H 14.2508 14.7429 13.1087 0.0712
C 21.4120 16.0782 16.6150 -0.6002
C 20.2074 16.9767 16.8842 -0.7779
C 19.0954 16.1274 16.2964 1.4961
O 19.6756 15.5467 15.0966 -0.3539
C 21.0753 15.4962 15.2353 -0.3495
H 21.4947 15.2120 17.2485 0.2159
H 22.3989 16.5747 16.7043 0.3895
H 20.2527 17.8925 16.3758 0.3746
H 20.0219 17.1590 17.9326 0.4941
H 18.2510 16.7184 15.9940 -0.9745
H 18.8051 15.3382 17.0365 -0.1942
H 21.4514 16.0362 14.3275 0.2806
H 21.5173 14.4800 15.2235 0.0555
```